Here is a structure of composition C28H26N5O2PtSi from the OMol25 dataset. Energies are from ωB97M-V/def2-TZVPD.

The strongest force on any atom comes out at 0.0181 hartree/bohr. The multiplicity is 1. The LUMO energy comes out at 2.6327 eV. The total charge is -1. As for the electronic energy: -52131.83010 eV. As for the HOMO energy: -3.8 eV. The value obtained for the HOMO-LUMO gap is 6.46 eV. The calculation puts the molar mass at 687.713 g/mol.

Geometry (Å):
Pt 0.24 -0.04 -0.03
C 0.62 2.08 3.69
C 0.68 1.75 2.33
N 0.38 0.56 1.89
C -0.04 -0.42 2.76
C -0.10 -0.17 4.14
C 0.24 1.12 4.59
C -0.51 -1.21 5.02
C -0.87 -2.42 4.49
C -0.84 -2.67 3.11
C -0.43 -1.70 2.20
N -0.35 -1.76 0.84
C -0.66 -2.75 -0.05
C -1.14 -4.03 0.19
C -1.44 -4.91 -0.87
C -1.28 -4.56 -2.17
C -0.80 -3.26 -2.48
C -0.68 -2.78 -3.80
C -0.26 -1.50 -4.03
C 0.07 -0.69 -2.94
N -0.01 -1.11 -1.70
C -0.47 -2.38 -1.43
H 0.86 3.08 4.02
H 0.97 2.47 1.58
H 0.18 1.34 5.65
H -0.55 -1.02 6.08
H -1.19 -3.21 5.16
H -1.16 -3.64 2.78
H -1.33 -4.37 1.19
H -1.83 -5.89 -0.63
H -1.54 -5.23 -2.98
H -0.94 -3.44 -4.62
H -0.19 -1.11 -5.03
H 0.41 0.33 -3.06
C -5.49 -0.05 -1.37
N -4.46 0.79 -0.80
C -4.72 2.07 -0.39
C -3.76 2.84 0.13
C -2.40 2.30 0.25
O -1.50 2.99 0.75
N -2.18 1.02 -0.18
C -3.16 0.25 -0.68
O -3.01 -0.91 -1.07
H -6.43 0.50 -1.40
H -5.60 -0.96 -0.79
H -5.21 -0.36 -2.38
H -5.74 2.41 -0.51
H -3.95 3.85 0.47
C 0.80 5.06 -3.04
Si 2.12 4.10 -2.12
C 2.82 5.22 -0.79
C 3.51 3.73 -3.34
C 1.52 2.56 -1.42
C 1.04 1.57 -0.89
H 1.21 5.97 -3.48
H -0.02 5.33 -2.37
H 0.37 4.46 -3.85
H 3.24 6.14 -1.21
H 3.60 4.71 -0.23
H 2.03 5.50 -0.08
H 3.93 4.64 -3.78
H 3.14 3.10 -4.15
H 4.31 3.18 -2.84

Mulliken population analysis, charges in e, atoms 1 to 8: atom 1 (Pt): 0.620, atom 2 (C): -0.767, atom 3 (C): 0.180, atom 4 (N): 0.099, atom 5 (C): -0.396, atom 6 (C): 1.292, atom 7 (C): -0.632, atom 8 (C): -0.893